No. 1
This record from the OMol25 dataset describes a structure of composition C9H15ClFeNSe2. The level of theory is wB97M-V/def2-TZVPD.

Structure (XYZ):
```
29
C9H15ClFeNSe2, DFT wB97M-V/def2-TZVPD
Fe 0.0000 0.0000 0.0000
C 0.0118 -0.5729 4.3567
Se 0.0000 -0.0454 2.4647
C 0.3062 1.6843 2.6167
C -0.5477 2.5606 1.6947
Se 0.0000 2.4196 -0.0454
C 0.0804 4.3525 -0.3572
H -0.9822 -0.2780 4.7825
H 0.7881 0.1109 4.8462
H 0.2586 -1.5899 4.6055
H 1.3847 1.9009 2.5086
H -0.0150 1.9555 3.6376
H -0.3756 3.6005 2.0277
H -1.6283 2.3407 1.7912
H -0.9381 4.7755 -0.2472
H 0.4184 4.6035 -1.4012
H 0.7838 4.7864 0.3615
Cl 4.8661 2.6711 0.6402
C 4.0574 1.1993 0.2874
C 4.7788 0.0434 0.0104
C 4.0909 -1.1352 -0.2721
C 2.7039 -1.1076 -0.2654
N 1.9762 0.0000 0.0000
C 2.6725 1.1315 0.2712
H 5.8647 0.0532 0.0128
H 4.6236 -2.0539 -0.4922
H 2.1248 -2.0018 -0.4798
H 2.0625 2.0053 0.4806
H -1.6864 0.0000 0.0000
```

As for the net charge: +2. The HOMO energy (alpha / beta) is -16.3 / -16.0 eV. The calculation puts the lowest unoccupied orbital energy (alpha / beta) at -0.2631 / -0.3881 Eh. For the HOMO-LUMO gap (alpha / beta), the calculation gives 9.18 / 5.43 eV. The spin multiplicity is 6.

Formally, the Mulliken partial charges of the atoms, in units of the elementary charge, are as follows:
1. Fe -0.187
2. C -0.967
3. Se 0.687
4. C -0.828
5. C -0.719
6. Se 0.486
7. C -1.016
8. H 0.361
9. H 0.336
10. H 0.383
11. H 0.410
12. H 0.498
13. H 0.420
14. H 0.419
15. H 0.372
16. H 0.379
17. H 0.380
18. Cl -0.146
19. C -0.302
20. C -0.114
21. C -0.710
22. C -0.051
23. N 0.159
24. C -0.129
25. H 0.466
26. H 0.422
27. H 0.418
28. H 0.422
29. H 0.151

---

No. 2
This record from the OMol25 dataset describes a structure of composition C9H15ClNO4. The level of theory is wB97M-V/def2-TZVPD.

Structure (XYZ):
```
30
C9H15ClNO4, DFT wB97M-V/def2-TZVPD
C -0.2465 3.4951 0.1424
C 0.7942 -0.0693 1.2474
C -0.9427 -1.2760 -2.0783
C 2.1246 -1.6143 3.8762
C -1.0485 1.9452 -2.4087
C 0.1442 -0.2122 -2.0930
C 0.7733 -1.2173 3.2560
C -0.4348 1.0053 -1.3671
C 0.4519 1.8040 -0.4186
N 0.5636 1.1750 0.8492
O -0.6283 3.4811 1.3032
O -0.3479 4.2030 -0.8404
O 1.0688 -1.1321 0.6524
O 0.7284 -0.0509 2.6434
Cl 1.9729 1.8304 -1.2009
H -1.1001 -1.8461 -1.1573
H -1.8662 -0.8405 -2.4138
H -0.7645 -1.9900 -2.9165
H 1.9945 -2.7291 3.9713
H 2.9732 -1.2776 3.3626
H 2.2662 -1.1655 4.9451
H -0.2988 2.4959 -3.0867
H -1.7358 1.3796 -3.1217
H -1.6346 2.8266 -2.1294
H 0.8363 -0.8900 -1.6055
H 0.4899 0.0181 -3.1028
H 0.0625 -1.3155 4.1339
H 0.5305 -1.9884 2.5760
H -1.1812 0.5654 -0.5840
H 0.1606 1.6825 1.5962
```

As for the net charge: -1. The HOMO energy is -4.6 eV. The calculation puts the lowest unoccupied orbital energy at 0.1219 Eh. For the HOMO-LUMO gap, the calculation gives 7.94 eV. The spin multiplicity is 1.

Formally, the Mulliken partial charges of the atoms, in units of the elementary charge, are as follows:
1. C 0.631
2. C 0.603
3. C -1.461
4. C -1.065
5. C -1.468
6. C -0.256
7. C -0.346
8. C 0.167
9. C 0.157
10. N -0.089
11. O -0.696
12. O -0.620
13. O -0.679
14. O -0.372
15. Cl -0.246
16. H 0.313
17. H 0.374
18. H 0.402
19. H 0.279
20. H 0.348
21. H 0.270
22. H 0.279
23. H 0.315
24. H 0.379
25. H 0.214
26. H 0.476
27. H 0.292
28. H 0.365
29. H 0.094
30. H 0.337

---

No. 3
This record from the OMol25 dataset describes the molecule C9H15ClSi. The level of theory is wB97M-V/def2-TZVPD.

Structure (XYZ):
```
26
C9H15ClSi, DFT wB97M-V/def2-TZVPD
C -1.2065 0.0846 -0.0674
C 0.2405 -0.2739 0.0049
C -1.9893 -1.0231 -0.0288
C 0.3467 -1.6394 0.1272
C -1.0485 -2.2017 0.0065
C -1.7394 1.5105 0.0018
C -3.4573 -1.1160 -0.1319
C 2.4073 1.5592 1.5849
C 3.1855 0.3665 -1.2749
Si 1.6795 0.9865 -0.1578
Cl 1.7589 -2.5482 0.2720
H -1.3474 -2.9731 0.7523
H -1.0624 -2.7334 -1.0583
H -0.9720 2.1040 -0.5243
H -1.6367 1.8200 0.9890
H -2.7484 1.4526 -0.3910
H -3.8094 -0.8592 -1.1479
H -3.9452 -0.4560 0.6650
H -3.5725 -2.1751 0.1067
H 1.4300 1.9116 2.0240
H 2.9859 0.8119 2.2056
H 3.0010 2.4930 1.4041
H 3.5468 1.0838 -1.9487
H 3.9770 -0.0300 -0.5729
H 2.7793 -0.3362 -1.9654
H 1.1966 2.1816 -0.8749
```

The HOMO energy (alpha / beta) is -5.1 / -9.5 eV. The calculation puts the lowest unoccupied orbital energy (alpha / beta) at 0.0300 / -0.0667 Eh. For the HOMO-LUMO gap (alpha / beta), the calculation gives 5.94 / 7.66 eV. The spin multiplicity is 3.

Formally, the Mulliken partial charges of the atoms, in units of the elementary charge, are as follows:
1. C 0.335
2. C 0.466
3. C 0.123
4. C -0.142
5. C -0.225
6. C -1.536
7. C -1.329
8. C -0.988
9. C -1.155
10. Si 0.415
11. Cl -0.203
12. H 0.348
13. H 0.109
14. H 0.291
15. H 0.361
16. H 0.432
17. H 0.299
18. H 0.340
19. H 0.370
20. H 0.259
21. H 0.314
22. H 0.301
23. H 0.414
24. H 0.240
25. H 0.367
26. H -0.207

---

No. 4
This record from the OMol25 dataset describes a cluster of 2 separate species, C9H15F3IO2S in total. The level of theory is wB97M-V/def2-TZVPD.

Structure (XYZ):
```
31
C9H15F3IO2S, DFT wB97M-V/def2-TZVPD
C 2.5084 4.2251 -2.0609
C 2.6253 2.8978 -2.2414
C 1.8230 1.9675 -1.4004
S 0.2506 1.7612 -2.3448
I -0.7759 -0.3011 -1.6588
C -0.7819 3.1631 -1.7642
C -0.8318 4.1847 -2.9235
H 2.6114 4.6250 -1.0575
H 2.3371 4.8798 -2.9022
H 3.2763 2.4945 -3.0082
H 2.2955 1.0052 -1.2297
H 1.5934 2.4820 -0.4712
H -1.7710 2.8230 -1.4847
H -0.2804 3.6263 -0.9213
H -1.0113 5.1821 -2.5404
H -1.6466 3.8890 -3.5805
H 0.0695 4.1276 -3.5204
C -1.5255 -2.2484 1.2787
C -1.2833 -3.7398 1.1492
O -0.3777 -4.2007 2.1598
C -0.9136 -4.4163 3.3637
O -2.0595 -4.2504 3.6566
C 0.1600 -4.9491 4.3244
F 1.2977 -4.2396 4.2250
F 0.4448 -6.2299 4.0374
F -0.2571 -4.8873 5.5875
H -0.5785 -1.7056 1.2657
H -2.1542 -1.8907 0.4603
H -2.0216 -2.0094 2.2184
H -0.8072 -3.9646 0.1958
H -2.2159 -4.3011 1.1878
```

As for the net charge: +1. The HOMO energy is -13.2 eV. The calculation puts the lowest unoccupied orbital energy at -0.2098 Eh. For the HOMO-LUMO gap, the calculation gives 7.54 eV. The spin multiplicity is 1.

Formally, the Mulliken partial charges of the atoms, in units of the elementary charge, are as follows:
1. C -0.771
2. C -0.168
3. C -0.626
4. S 0.131
5. I 0.267
6. C -0.407
7. C -1.128
8. H 0.324
9. H 0.325
10. H 0.349
11. H 0.476
12. H 0.405
13. H 0.542
14. H 0.285
15. H 0.327
16. H 0.387
17. H 0.316
18. C -1.009
19. C -0.219
20. O -0.342
21. C 0.341
22. O -0.494
23. C 0.901
24. F -0.246
25. F -0.244
26. F -0.229
27. H 0.304
28. H 0.253
29. H 0.319
30. H 0.284
31. H 0.347

---

No. 5
This record from the OMol25 dataset describes the ion C9H15N2 with charge +1. The level of theory is wB97M-V/def2-TZVPD.

Structure (XYZ):
```
26
C9H15N2, DFT wB97M-V/def2-TZVPD
C 3.0590 0.3607 -0.2259
C 2.1267 1.3762 -0.4332
C 2.6156 -0.9663 -0.1699
C 1.3106 -1.2620 0.0906
C 0.7524 1.1399 -0.3569
C -1.0724 -1.0854 1.9465
C -1.8425 -1.6567 -0.4538
C -1.3609 2.0177 -1.0335
C -1.0328 -0.6979 0.4325
N 0.3621 -0.3092 0.0364
N -0.1063 2.1347 -0.4721
H 4.1666 0.4479 -0.3356
H 2.3969 2.3414 -0.6347
H 3.4519 -1.7045 -0.2205
H 0.9908 -2.1725 0.2832
H -0.7695 -2.0384 2.1222
H -0.2930 -0.5855 2.4288
H -2.0188 -0.9692 2.2636
H -1.4951 -2.6224 -0.3182
H -1.6798 -1.3902 -1.4176
H -2.7828 -1.5826 -0.0361
H -2.1117 1.8121 -0.3652
H -1.4736 1.2879 -1.7539
H -1.8675 2.9205 -1.5056
H -1.6416 0.1404 0.5314
H 0.3158 3.0633 -0.4026
```

As for the net charge: +1. The HOMO energy (alpha / beta) is -9.9 / -14.0 eV. The calculation puts the lowest unoccupied orbital energy (alpha / beta) at -0.1168 / -0.2585 Eh. For the HOMO-LUMO gap (alpha / beta), the calculation gives 6.67 / 6.93 eV. The calculation puts the energy above the lowest of the compared OMol25 structures with the same formula, charge and spin at 0.593 eV. The spin multiplicity is 3.

Formally, the Mulliken partial charges of the atoms, in units of the elementary charge, are as follows:
1. C -0.800
2. C -0.543
3. C -0.322
4. C -0.195
5. C 0.621
6. C -1.904
7. C -1.628
8. C -1.176
9. C 0.324
10. N 0.304
11. N -0.054
12. H 0.314
13. H 0.494
14. H 0.331
15. H 0.549
16. H 0.487
17. H 0.486
18. H 0.505
19. H 0.423
20. H 0.463
21. H 0.488
22. H 0.452
23. H 0.435
24. H 0.380
25. H 0.257
26. H 0.310

---

No. 6
This record from the OMol25 dataset describes a structure of composition C9H15N2PS2. The level of theory is wB97M-V/def2-TZVPD.

Structure (XYZ):
```
29
C9H15N2PS2, DFT wB97M-V/def2-TZVPD
C 4.6906 0.2453 0.6214
C 4.3709 -1.0206 0.2621
C 3.9327 1.3791 0.2309
C 3.1880 -1.2639 -0.3796
C 2.7717 1.1589 -0.5205
C 2.3600 -0.1967 -0.6115
C -3.7828 1.1756 -0.5656
C -2.5608 -2.2454 0.7827
C -2.5831 1.8572 0.0895
N -2.3332 -1.4738 -0.3631
N -1.3516 1.2920 -0.5703
P -0.5662 -0.0183 0.0240
S 0.1602 0.0828 1.8067
S 0.8899 -0.7940 -1.3899
H 5.3337 0.2804 1.4261
H 4.9347 -1.9292 0.4877
H 4.3222 2.3370 0.5488
H 2.8709 -2.2471 -0.4107
H 2.0772 1.9590 -0.7703
H -4.6015 1.5301 0.0567
H -3.8332 1.3131 -1.6477
H -3.6856 0.1310 -0.3327
H -1.6725 -2.6439 1.2050
H -3.0195 -1.6694 1.6123
H -3.1937 -3.0711 0.4615
H -2.4797 2.8692 -0.2982
H -2.5953 1.5777 1.1397
H -2.1095 -1.9335 -1.2840
H -1.5344 1.3187 -1.6109
```

The HOMO energy (alpha / beta) is -8.2 / -8.2 eV. The calculation puts the lowest unoccupied orbital energy (alpha / beta) at 0.0103 / 0.0103 Eh. For the HOMO-LUMO gap (alpha / beta), the calculation gives 8.44 / 8.44 eV. The spin multiplicity is 1.

Formally, the Mulliken partial charges of the atoms, in units of the elementary charge, are as follows:
1. C -0.522
2. C -0.262
3. C -0.260
4. C -0.662
5. C -0.534
6. C 0.471
7. C -0.929
8. C -0.804
9. C -0.537
10. N -0.518
11. N -0.290
12. P 0.521
13. S -0.324
14. S -0.225
15. H 0.380
16. H 0.315
17. H 0.390
18. H 0.420
19. H 0.356
20. H 0.331
21. H 0.372
22. H 0.256
23. H 0.316
24. H 0.211
25. H 0.367
26. H 0.334
27. H 0.350
28. H 0.189
29. H 0.287

---

No. 7
This record from the OMol25 dataset describes a cluster of 2 separate species, C9H15N3 in total. The level of theory is wB97M-V/def2-TZVPD.

Structure (XYZ):
```
27
C9H15N3, DFT wB97M-V/def2-TZVPD
C 3.2642 1.1769 0.2143
C 2.5325 1.4121 -1.0067
C 2.8697 0.0570 0.8477
C 1.3107 0.8266 -1.2556
C 1.6781 -0.6562 0.6547
C 0.9191 -0.3245 -0.6231
C -2.8861 0.0664 -0.0847
C -0.6677 -2.2722 -0.3014
C -0.2515 -1.0347 -0.8921
N -3.8668 0.9002 0.0900
N -1.6690 0.3257 0.3591
N -1.2638 1.2613 1.1934
H 4.2121 1.6786 0.3024
H 2.8431 2.1304 -1.6479
H 3.6011 -0.3048 1.5918
H 0.5343 1.1813 -2.0496
H 2.1508 -1.7299 0.6044
H -2.9870 -0.8308 -0.7875
H -0.4301 -2.4204 0.8249
H 0.0259 -3.0086 -0.8548
H -1.5738 -2.6882 -0.5578
H -0.6930 -0.8504 -1.8478
H -4.8396 0.7378 -0.1361
H -3.8474 1.7240 0.7305
H -0.9130 0.9427 2.1849
H 0.9081 -0.5870 1.4158
H -0.9608 2.2866 1.0312
```

As for the net charge: +2. The HOMO energy (alpha / beta) is -15.8 / -17.1 eV. The calculation puts the lowest unoccupied orbital energy (alpha / beta) at -0.3570 / -0.3549 Eh. For the HOMO-LUMO gap (alpha / beta), the calculation gives 6.11 / 7.42 eV. The calculation puts the energy above the lowest of the compared OMol25 structures with the same formula, charge and spin at 6.030 eV. The spin multiplicity is 1.

Formally, the Mulliken partial charges of the atoms, in units of the elementary charge, are as follows:
1. C -0.679
2. C -0.423
3. C -0.360
4. C -0.372
5. C -0.150
6. C 1.084
7. C 0.229
8. C -1.218
9. C -0.756
10. N -0.306
11. N 0.174
12. N -0.660
13. H 0.429
14. H 0.526
15. H 0.371
16. H 0.326
17. H 0.312
18. H 0.237
19. H 0.234
20. H 0.372
21. H 0.548
22. H 0.593
23. H 0.278
24. H 0.271
25. H 0.301
26. H 0.358
27. H 0.281

---

No. 8
This record from the OMol25 dataset describes the molecule C9H15N3O6. The level of theory is wB97M-V/def2-TZVPD.

Structure (XYZ):
```
33
C9H15N3O6, DFT wB97M-V/def2-TZVPD
N -0.2946 -2.2437 -3.5649
C 0.0387 -2.3013 -2.2293
O -0.5577 -3.0324 -1.4941
C 1.1682 -1.4276 -1.6855
C 0.8135 -0.2864 -0.6755
N -0.1684 0.6981 -1.1430
C -0.8231 1.7025 -0.4257
O -1.8065 2.3167 -0.8325
C -0.2536 1.8567 1.0049
N 0.0392 3.2917 1.2691
C -1.1159 1.2581 2.1774
C -0.8086 -0.1273 2.8366
C -1.1802 -1.2013 1.8899
O -2.3019 -1.2419 1.4916
O -0.2241 -2.1368 1.5756
C 2.1864 0.2862 -0.3047
O 2.9053 -0.4083 0.3542
O 2.4303 1.3970 -0.9127
H -0.7024 -3.0673 -3.9427
H 0.4991 -1.9622 -4.2027
H 1.8326 -2.1490 -1.1756
H 1.8036 -1.0311 -2.3995
H 0.3890 -0.6396 0.3653
H -0.6830 0.2829 -1.8936
H 0.7523 1.3640 1.1306
H 0.6517 3.5980 0.4623
H -0.8318 3.7664 0.9670
H -1.1873 2.0330 2.9652
H -2.1192 1.0522 1.6960
H -1.5810 -0.1922 3.6371
H 0.1698 -0.3043 3.3412
H -0.6739 -2.8417 1.0987
H 1.6336 1.6910 -1.3806
```

The HOMO energy is -10.0 eV. The calculation puts the lowest unoccupied orbital energy at 0.0100 Eh. As for the SMILES: NC(=O)C[C@H](NC(=O)[C@@H](N)CCC(=O)O)C(=O)O. For the HOMO-LUMO gap, the calculation gives 10.32 eV. The calculation puts the energy above the lowest of the compared OMol25 structures with the same formula, charge and spin at 2.443 eV. The spin multiplicity is 1.

Formally, the Mulliken partial charges of the atoms, in units of the elementary charge, are as follows:
1. N -0.441
2. C 0.181
3. O -0.554
4. C -1.047
5. C 0.799
6. N -0.068
7. C -0.099
8. O -0.644
9. C 1.372
10. N -0.861
11. C -1.119
12. C -0.366
13. C 0.550
14. O -0.554
15. O -0.459
16. C 0.395
17. O -0.596
18. O -0.524
19. H 0.297
20. H 0.255
21. H 0.389
22. H 0.652
23. H -0.466
24. H 0.237
25. H -0.216
26. H 0.321
27. H 0.356
28. H 0.404
29. H 0.314
30. H 0.387
31. H 0.291
32. H 0.337
33. H 0.479